Computed, not measured: the molecule C13H16S at a distorted geometry, with the ωB97M-V functional and the def2-TZVPD basis.

XYZ file:
```
30
Properties=species:S:1:pos:R:3:nbo_charge:R:1
C -2.2195 3.1669 -0.8004 -0.23
C -0.8740 3.1577 -1.3196 -0.15
C -2.6087 2.1122 0.0249 -0.13
C -0.0212 2.1204 -1.0115 -0.25
C -1.7678 1.0678 0.3797 -0.23
C -0.4221 1.0926 -0.2284 0.07
C -2.1907 -0.1213 0.9123 -0.12
C 0.4655 0.0478 0.2535 -0.16
C -0.3032 -1.2824 0.1716 0.25
C 1.8493 -0.2945 -0.4603 -0.60
C 0.8829 0.2576 1.7346 -0.59
C 0.0595 -2.3909 1.1481 -0.70
C -0.7941 -1.8044 -1.1586 -0.69
S -3.3458 -0.4401 1.9311 0.07
H -2.9212 3.9391 -1.0706 0.22
H -0.4353 4.0522 -1.7971 0.22
H -3.5741 2.0963 0.4336 0.22
H 0.9714 2.1300 -1.4412 0.22
H 2.0704 -1.2672 -0.3075 0.20
H 2.7179 0.2862 -0.1778 0.22
H 1.7866 -0.2520 -1.5571 0.21
H 1.1157 1.2450 1.6261 0.21
H 1.7340 -0.3917 1.9574 0.21
H 0.0573 0.0348 2.3782 0.22
H -0.5776 -3.2307 0.9196 0.22
H -0.0769 -1.9716 2.1407 0.23
H 1.0649 -2.7629 1.0075 0.21
H -1.1291 -2.8113 -1.0069 0.22
H 0.0528 -1.8108 -1.8534 0.21
H -1.5862 -1.2490 -1.6455 0.23
```

The value obtained for the HOMO energy (spin up / spin down) is -0.2602 / -0.2602 Eh. Its gap between HOMO and LUMO (spin up / spin down) is 6.5 / 6.5 eV.

=====

Computed, not measured: a cluster of 11 separate species, C19H32Cl10N6O8 in total at a distorted geometry, with the ωB97M-V functional and the def2-TZVPD basis.

XYZ file:
```
75
Properties=species:S:1:pos:R:3:mulliken_charge:R:1
N 1.6037 -3.4892 0.8880 -0.05
C 1.9588 -4.4879 1.7392 -0.35
C 1.7428 -5.8451 1.4239 -0.60
C 1.0627 -6.1744 0.2153 -0.31
C 0.7259 -5.1175 -0.6728 -0.55
C 0.9812 -3.8081 -0.2921 -0.18
H 2.4378 -4.1637 2.6513 0.45
H 2.0794 -6.6121 2.1057 0.40
H 0.8564 -7.2063 -0.0278 0.40
H 0.2651 -5.3418 -1.6234 0.42
H 0.7211 -3.0060 -0.9669 0.37
N 1.1296 5.3166 2.0984 -0.55
C 0.9253 4.5784 0.9757 -0.42
C 1.9064 3.7045 0.4473 0.25
C 3.1487 3.7014 1.0651 -0.15
C 3.4230 4.4562 2.1777 -0.54
C 2.3766 5.3078 2.6362 -0.23
H -0.0113 4.5874 0.4381 0.31
H 1.6903 3.1596 -0.4597 0.41
H 3.9575 3.2432 0.5151 0.19
H 4.4135 4.4860 2.6072 0.39
H 2.6440 6.0232 3.3998 0.35
C -0.5111 -1.4348 3.8289 -0.71
N 0.2172 -2.7011 4.1594 1.01
O -0.4476 -3.6935 4.3645 -0.57
O 1.4369 -2.6381 4.3015 -0.53
H -0.4259 -1.3438 2.7461 0.28
H 0.0429 -0.7106 4.4262 0.32
H -1.5404 -1.3909 4.1850 0.22
C 4.2391 -1.4345 -0.3462 -0.40
N 5.7080 -1.2514 -0.1249 0.94
O 6.4372 -1.9866 -0.8053 -0.56
O 6.1052 -0.4118 0.6826 -0.55
H 4.1151 -2.3150 -0.9767 0.29
H 3.8835 -0.5312 -0.8419 0.03
H 3.7117 -1.5829 0.5961 0.21
C -0.6401 0.4243 -0.4016 -0.14
N 0.8248 0.4482 -0.7000 1.00
O 1.0643 0.8723 -1.8053 -0.38
O 1.5665 -0.0650 0.1294 -0.50
H -0.9574 -0.6117 -0.5207 0.26
H -1.0863 1.2436 -0.9654 -0.48
H -0.7490 0.7383 0.6365 0.24
C -3.8687 3.3712 0.1235 -0.49
N -2.8439 4.1551 0.7168 0.86
O -2.0538 3.6010 1.4500 -0.45
O -2.8453 5.3829 0.3992 -0.52
H -4.6731 4.0651 -0.1206 0.36
H -4.2783 2.5953 0.7703 0.12
H -3.4332 2.9798 -0.7958 0.11
C -2.4713 -3.0616 -2.6431 -0.43
Cl -1.0486 -2.0083 -2.9106 -0.08
Cl -2.5902 -3.6516 -0.9599 -0.10
H -3.2978 -2.4343 -2.9771 0.20
H -2.3517 -3.8692 -3.3653 0.42
C -5.4563 0.0321 -1.9713 -0.66
Cl -6.0648 -1.6784 -1.7774 -0.15
Cl -3.7836 0.2488 -1.5387 0.14
H -5.5537 0.3584 -3.0067 0.38
H -6.0281 0.7196 -1.3480 0.32
C -1.5756 1.5156 -4.1597 0.22
Cl -0.3063 1.1641 -5.3928 -0.17
Cl -1.0020 2.7570 -3.0522 -0.11
H -2.4561 1.8989 -4.6753 0.39
H -1.7868 0.6058 -3.5977 -0.35
C 3.6569 1.8556 -3.5517 -0.07
Cl 4.4283 3.1539 -4.4924 -0.17
Cl 4.0685 2.2683 -1.8364 -0.11
H 2.5816 1.8338 -3.7292 0.01
H 4.1851 0.9068 -3.6455 0.31
C -4.4596 -0.4018 2.9697 -0.53
Cl -5.9183 -0.2889 1.9714 -0.16
Cl -3.1237 0.4248 2.1815 0.01
H -4.4887 0.0173 3.9755 0.39
H -4.1942 -1.4532 3.0795 0.31
```

As for the structure (SMILES): C[N+](=O)[O-].C[N+](=O)[O-].C[N+](=O)[O-].C[N+](=O)[O-].c1ccncc1.c1ccncc1.ClCCl.ClCCl.ClCCl.ClCCl.ClCCl. The value obtained for the HOMO energy is -0.3364 Eh. Its gap between HOMO and LUMO is 8.8 eV.

=====

Computed, not measured: the molecule C5H10O at a distorted geometry, with the ωB97M-V functional and the def2-TZVPD basis.

XYZ file:
```
16
Properties=species:S:1:pos:R:3:nbo_charge:R:1
C -1.4791 1.1195 0.1655 -0.60
C -1.2317 -0.3478 0.2763 -0.40
C 0.1137 -0.8640 0.7130 -0.42
C 1.0760 -0.8081 -0.4372 0.06
C 1.8131 0.3968 -0.7042 -0.13
O 2.4541 -0.8498 -0.1790 -0.49
H -0.7596 1.5672 -0.5196 0.20
H -1.3193 1.5867 1.1395 0.20
H -2.4662 1.4448 -0.1825 0.22
H -1.4188 -0.7597 -0.7501 0.19
H -2.0207 -0.7670 0.9001 0.21
H 0.0266 -1.9102 1.0243 0.22
H 0.5088 -0.2925 1.5592 0.21
H 0.7728 -1.3770 -1.3199 0.17
H 2.1016 0.6652 -1.7167 0.19
H 1.8287 1.1960 0.0314 0.19
```

As for the structure (SMILES): CCC[C@H]1CO1. The value obtained for the HOMO energy is -0.3756 Eh. Its gap between HOMO and LUMO is 11.3 eV.

=====

Computed, not measured: a structure of composition C32H36BaN4OPSSe2Si at a distorted geometry, with the ωB97M-V functional and the def2-TZVPD basis.

XYZ file:
```
79
Properties=species:S:1:pos:R:3:mulliken_charge:R:1
Ba -0.5405 0.1346 -0.4971 1.66
N -2.2778 2.1703 1.9832 0.11
C -1.4668 3.0303 2.6542 0.53
C -1.9591 4.0562 3.4449 -0.75
C -1.1065 4.9258 4.1484 -0.56
C 0.2522 4.7929 4.0912 -0.93
C 0.8018 3.7704 3.2761 1.00
C 2.1986 3.5625 3.1608 -0.63
C 2.6790 2.5792 2.3543 -1.04
C 1.7617 1.7981 1.6156 -0.30
N 0.4645 1.9613 1.6894 0.53
C -0.0342 2.9089 2.5360 -0.05
H -3.2606 2.2486 2.1802 0.24
H -1.9658 1.2163 1.6871 -0.18
H -3.0346 4.1706 3.5283 0.32
H -1.5446 5.7071 4.7586 0.35
H 0.9133 5.4490 4.6448 0.33
H 2.8691 4.2015 3.7264 0.34
H 3.7396 2.3857 2.2581 0.42
H 2.1310 1.0176 0.9514 0.53
C -4.2933 -0.8154 -1.1140 -0.93
C -3.9377 0.5598 -1.6217 0.30
C -4.9105 1.4367 -2.0751 -0.69
C -4.4843 2.6744 -2.5749 -0.47
C -3.1544 3.0006 -2.6011 -0.25
C -2.1812 2.0676 -2.1101 0.65
N -2.6344 0.8607 -1.6344 -0.44
N -0.8605 2.2674 -2.0499 0.06
Si 0.0980 3.3140 -2.9605 -0.27
C 1.8661 3.0760 -2.4065 -0.65
C -0.2208 5.1724 -2.8049 -1.17
C -0.0677 2.9409 -4.7939 -1.06
H -4.2770 -1.5350 -1.9378 0.25
H -5.2917 -0.8249 -0.6719 0.37
H -3.5651 -1.1391 -0.3683 -0.04
H -5.9575 1.1645 -2.0463 0.38
H -5.2172 3.3865 -2.9423 0.38
H -2.8187 3.9631 -2.9690 0.18
H 1.9673 3.4057 -1.3644 0.19
H 2.5621 3.6636 -3.0171 0.33
H 2.1726 2.0230 -2.4532 0.01
H -0.3230 5.4655 -1.7538 0.31
H -1.1295 5.4876 -3.3308 0.35
H 0.6234 5.7256 -3.2320 0.34
H 0.2268 1.9065 -5.0001 0.27
H 0.5432 3.6073 -5.4139 0.33
H -1.1155 3.0555 -5.0965 0.33
Se 1.6625 -1.8147 2.0007 -0.45
P 1.4832 -2.8159 0.0571 1.31
Se 0.0363 -2.6843 -1.6942 -0.59
C 3.0176 -3.7497 -0.4389 -0.34
C 2.9546 -4.7319 -1.4235 -0.03
C 4.1013 -5.4097 -1.8209 -0.68
C 5.3280 -5.1116 -1.2384 -0.34
C 5.3957 -4.1276 -0.2595 -0.70
C 4.2468 -3.4483 0.1327 0.00
C 0.6670 -4.4122 0.8376 -0.05
C 1.4501 -5.3017 1.5866 -0.55
C 0.9070 -6.4235 2.1985 -0.57
C -0.4573 -6.6847 2.1023 -0.37
C -1.2553 -5.8046 1.3887 -0.74
C -0.6965 -4.6899 0.7616 -0.29
H 1.9963 -4.9549 -1.8777 0.32
H 4.0388 -6.1707 -2.5908 0.34
H 6.2246 -5.6371 -1.5501 0.33
H 6.3493 -3.8831 0.1964 0.36
H 4.2856 -2.6749 0.8927 0.32
H 2.5095 -5.1026 1.7010 0.31
H 1.5489 -7.0932 2.7609 0.35
H -0.8873 -7.5585 2.5810 0.33
H -2.3231 -5.9830 1.3114 0.36
H -1.3321 -4.0188 0.1999 0.31
C -2.1891 -1.1629 2.2522 -0.97
O -1.7626 -0.3738 1.1765 -0.74
H -3.2708 -1.0536 2.4506 0.30
H -1.6638 -0.9103 3.1833 0.24
H -1.9996 -2.2280 2.0737 0.12
S 3.3008 -0.8227 -1.8955 -0.43
C 2.0940 -1.1591 -0.9033 -0.44
```

The value obtained for the HOMO energy (spin up / spin down) is -0.0340 / -0.0514 Eh. As for the spin multiplicity: 2. Its gap between HOMO and LUMO (spin up / spin down) is 5.1 / 5.5 eV. Its charge is -2.

=====

In order of appearance, ΔE to the lowest compared entry with this formula, charge and spin = 1.9198 1.1495 1.5219 1.8630 eV.